No. 1
Here is C40H82NO15Sr as an isolated structure from the OMol25 dataset. Energies are from ωB97M-V/def2-TZVPD.

The total energy comes out at -2786.55484 hartree. As for the net charge: +1.

Each line ends with the Löwdin charge.
Geometry (Å):
Sr (3.93, 2.91, -1.26)  1.6220
C (-1.95, 0.40, 0.52)  -0.0957
C (-0.63, -0.24, 0.07)  -0.6830
C (-0.90, -1.33, -0.97)  -0.0978
O (0.36, 0.70, -0.27)  -0.3886
H (-2.59, -0.27, 1.09)  0.0579
H (-2.50, 0.60, -0.40)  0.0554
H (-1.96, 1.26, 1.19)  0.0582
H (-0.26, -0.75, 0.96)  0.0913
H (-1.13, -0.77, -1.88)  0.0618
H (-1.69, -2.00, -0.63)  0.0616
H (-0.06, -1.98, -1.20)  0.0512
C (2.13, -6.21, -2.16)  0.0519
N (2.26, -6.14, -3.69)  -0.4415
O (2.85, -7.08, -4.19)  0.0624
O (1.79, -5.17, -4.25)  0.0553
H (1.97, -7.25, -1.86)  0.0951
H (1.34, -5.53, -1.86)  0.0860
H (3.03, -5.76, -1.73)  0.0899
C (7.55, 0.50, -0.27)  -0.0724
O (6.36, 0.19, -1.02)  -0.2415
C (6.47, -1.05, -1.71)  -0.1948
C (5.17, -1.32, -2.40)  -0.2188
O (4.60, -0.19, -2.98)  -0.2148
C (3.54, -0.49, -3.84)  -0.0973
H (8.35, 0.54, -1.01)  0.0925
H (7.77, -0.25, 0.49)  0.0969
H (7.44, 1.49, 0.17)  0.0807
H (6.77, -1.80, -0.98)  0.1374
H (7.23, -0.96, -2.49)  0.1307
H (4.49, -1.78, -1.68)  0.1353
H (5.30, -2.10, -3.15)  0.1351
H (3.18, 0.48, -4.19)  0.0877
H (2.76, -1.16, -3.48)  0.1053
H (3.90, -0.98, -4.75)  0.0948
C (-7.61, -9.41, -1.31)  -0.1367
O (-6.96, -8.30, -0.85)  -0.1635
C (-6.97, -7.13, -1.64)  -0.2142
C (-6.12, -6.09, -1.02)  -0.2388
O (-6.53, -5.75, 0.28)  -0.1695
C (-5.89, -4.58, 0.75)  -0.1107
H (-7.77, -10.14, -0.51)  0.0889
H (-7.12, -9.93, -2.12)  0.0872
H (-8.64, -9.15, -1.59)  0.0865
H (-8.00, -6.76, -1.67)  0.1318
H (-6.59, -7.26, -2.65)  0.1301
H (-6.19, -5.15, -1.56)  0.1242
H (-5.07, -6.41, -1.03)  0.1287
H (-4.85, -4.44, 0.46)  0.0868
H (-5.94, -4.66, 1.83)  0.0843
H (-6.51, -3.70, 0.58)  0.0849
C (0.03, -6.68, 3.12)  -0.0674
O (1.28, -7.17, 3.75)  -0.1615
C (1.02, -8.34, 4.42)  -0.2642
C (2.28, -8.91, 5.19)  -0.1611
O (2.69, -7.97, 6.25)  -0.1862
C (3.77, -8.46, 7.10)  -0.0966
H (-0.22, -7.21, 2.20)  0.0793
H (0.05, -5.64, 2.79)  0.0773
H (-0.81, -6.70, 3.80)  0.0830
H (0.62, -9.13, 3.78)  0.1195
H (0.25, -8.21, 5.17)  0.1171
H (3.06, -9.25, 4.52)  0.1161
H (1.88, -9.83, 5.60)  0.1093
H (3.71, -7.83, 7.99)  0.0794
H (4.79, -8.24, 6.78)  0.0744
H (3.70, -9.51, 7.36)  0.0815
C (-5.36, -0.27, -3.59)  -0.1121
O (-5.40, 0.80, -4.48)  -0.1859
C (-4.67, 1.92, -4.08)  -0.2285
C (-4.63, 2.97, -5.18)  -0.2004
O (-3.76, 4.06, -4.97)  -0.1915
C (-3.89, 5.16, -5.85)  -0.1114
H (-4.46, -0.89, -3.54)  0.0888
H (-6.13, -0.92, -4.00)  0.0897
H (-5.71, 0.09, -2.62)  0.0909
H (-3.67, 1.53, -3.90)  0.1231
H (-5.03, 2.33, -3.13)  0.1290
H (-5.69, 3.24, -5.20)  0.1286
H (-4.31, 2.54, -6.13)  0.1305
H (-4.09, 4.95, -6.90)  0.0855
H (-3.04, 5.84, -5.71)  0.0805
H (-4.77, 5.74, -5.55)  0.0815
C (5.93, 3.42, -5.12)  -0.0557
O (4.55, 3.75, -4.71)  -0.2378
C (3.88, 4.88, -5.32)  -0.1755
C (2.40, 4.98, -4.99)  -0.1837
O (2.21, 4.60, -3.62)  -0.2356
C (0.85, 4.68, -3.34)  -0.1127
H (6.05, 3.32, -6.20)  0.0930
H (6.43, 2.61, -4.60)  0.0806
H (6.60, 4.24, -4.84)  0.0798
H (4.02, 4.84, -6.40)  0.1297
H (4.39, 5.80, -5.06)  0.1233
H (1.84, 4.27, -5.60)  0.1320
H (2.00, 5.94, -5.30)  0.1376
H (0.38, 3.77, -3.70)  0.1092
H (0.32, 5.59, -3.61)  0.1045
H (0.76, 4.61, -2.26)  0.0878
C (2.48, 6.72, 0.36)  -0.0803
O (2.77, 5.39, 0.86)  -0.2225
C (2.90, 5.31, 2.28)  -0.1955
C (2.78, 3.88, 2.85)  -0.1465
O (3.80, 3.02, 2.20)  -0.2335
C (3.83, 1.82, 2.93)  -0.1176
H (1.47, 7.09, 0.53)  0.0923
H (2.39, 6.75, -0.72)  0.0763
H (3.15, 7.53, 0.68)  0.0958
H (2.22, 5.97, 2.82)  0.1317
H (3.85, 5.72, 2.61)  0.1260
H (1.78, 3.47, 2.73)  0.1377
H (2.96, 3.95, 3.92)  0.1279
H (4.09, 2.06, 3.96)  0.0915
H (4.53, 1.15, 2.44)  0.0884
H (2.91, 1.26, 3.11)  0.1018
C (0.49, 2.45, 7.53)  -0.0862
C (-0.47, 2.41, 6.51)  -0.0933
C (-0.92, 1.17, 6.12)  -0.1091
C (-0.48, 0.03, 6.74)  -0.1016
C (0.42, 0.10, 7.76)  -0.1232
C (0.88, 1.29, 8.21)  -0.1028
H (0.85, 3.35, 8.00)  0.0927
H (-0.96, 3.30, 6.15)  0.0983
H (-1.72, 1.06, 5.41)  0.1057
H (-0.93, -0.92, 6.50)  0.1084
H (0.68, -0.79, 8.31)  0.1082
H (1.62, 1.23, 8.99)  0.1044
C (-2.89, 7.12, 2.28)  -0.1096
C (-3.37, 8.28, 2.81)  -0.1150
C (-4.18, 9.12, 2.06)  -0.0831
C (-4.44, 8.77, 0.70)  -0.0667
C (-3.94, 7.56, 0.15)  -0.0918
C (-3.13, 6.77, 0.94)  -0.1102
H (-2.19, 6.48, 2.79)  0.0937
H (-3.17, 8.58, 3.83)  0.1014
H (-4.43, 10.07, 2.50)  0.0981
H (-4.96, 9.48, 0.07)  0.0911
H (-4.11, 7.28, -0.88)  0.0952
H (-2.82, 5.83, 0.52)  0.0973

***

No. 2
Here is C22H28N3O10P2S2Ti as an isolated structure from the OMol25 dataset. Energies are from ωB97M-V/def2-TZVPD.

The total energy comes out at -4100.66383 hartree. As for the expectation value of S²: 0.75. The energy relative to the best compared isomer or geometry (same formula, charge and spin) comes out at 3.6 kJ/mol. The spin multiplicity is 2.

Each line ends with the Löwdin charge.
Geometry (Å):
Ti (1.30, 1.14, 0.40)  0.9742
C (4.57, -2.68, 0.98)  -0.0593
C (3.67, -1.88, 0.07)  -0.5602
O (3.70, -2.43, -1.25)  -0.0413
P (4.22, -0.14, -0.15)  0.4793
O (5.47, -0.28, -1.12)  -0.0780
O (4.89, 0.44, 1.12)  -0.1461
O (3.17, 0.82, -0.63)  -0.3384
P (1.88, -1.73, 0.77)  0.4679
O (1.43, -3.24, 0.40)  -0.1120
O (1.81, -1.31, 2.22)  -0.2422
O (1.06, -0.81, -0.13)  -0.3592
H (5.62, -2.33, 0.87)  0.0976
H (4.55, -3.69, 0.60)  0.0934
H (4.32, -2.59, 2.06)  0.0996
H (2.98, -3.04, -1.40)  0.0925
H (5.26, -0.72, -1.97)  0.1207
H (4.38, 1.15, 1.66)  -0.0199
H (1.42, -3.95, 1.07)  0.1256
O (0.19, 0.48, 2.05)  -0.3369
C (-1.12, -0.22, 2.07)  -0.1651
C (-2.23, 0.81, 2.01)  -0.1526
C (-1.85, 2.18, 1.44)  -0.1237
C (-1.57, 2.18, -0.04)  -0.2259
C (-2.42, 2.86, -0.89)  0.0006
C (-2.22, 2.89, -2.27)  -0.0246
C (-1.19, 2.11, -2.77)  -0.0464
C (-0.40, 1.39, -1.90)  -0.0798
N (-0.48, 1.52, -0.54)  -0.0009
H (0.95, -0.29, 2.35)  0.0227
H (-1.26, -0.73, 3.07)  0.1420
H (-1.09, -1.00, 1.26)  0.1134
H (-2.59, 0.96, 3.00)  0.1061
H (-3.05, 0.44, 1.42)  0.1231
H (-1.02, 2.59, 2.01)  0.1176
H (-2.74, 2.84, 1.59)  0.1299
H (-3.14, 3.52, -0.38)  0.1264
H (-2.83, 3.42, -3.01)  0.1244
H (-1.08, 2.01, -3.85)  0.1244
H (0.34, 0.69, -2.27)  0.1278
O (-7.32, -6.24, 0.56)  0.0752
C (-6.89, -5.92, -0.68)  -0.4905
O (-7.51, -6.39, -1.61)  0.0859
C (-5.74, -4.96, -0.86)  -0.1822
C (-5.80, -4.01, -1.88)  -0.0510
C (-4.72, -3.19, -2.15)  -0.1259
C (-3.52, -3.26, -1.38)  -0.8621
S (-2.14, -2.34, -1.64)  0.4137
C (-3.52, -4.15, -0.29)  -0.1656
C (-4.58, -5.00, -0.08)  -0.0697
H (-6.93, -5.71, 1.31)  0.1292
H (-6.70, -4.00, -2.49)  0.1147
H (-4.68, -2.55, -3.02)  0.0858
H (-2.64, -4.17, 0.33)  0.0696
H (-4.55, -5.75, 0.71)  0.1042
C (4.72, 6.35, 0.39)  -0.0169
C (3.71, 5.22, 0.31)  -0.2781
C (2.66, 5.31, -0.63)  -0.0095
C (1.76, 4.28, -0.59)  -0.0680
N (1.82, 3.24, 0.32)  -0.0681
C (2.85, 3.30, 1.20)  -0.8072
S (2.75, 2.06, 2.38)  0.7910
N (3.84, 4.16, 1.10)  0.1318
H (4.15, 7.28, 0.65)  0.1021
H (5.26, 6.54, -0.51)  0.0713
H (5.44, 6.16, 1.19)  0.0830
H (2.46, 6.13, -1.33)  0.1265
H (0.92, 4.19, -1.27)  0.1140